178
Properties=species:S:1:pos:R:3:forces:R:3 method="wB97M-V/def2-TZVPD" relative_energy_kj_mol=82.5 homo_lumo_gap_ev=9.07 energy_ev=-88020.8738 e_lumo_ev=0.65
C -0.39490 3.41747 -4.94570 0.34 1.57 -0.31
O 1.01393 3.33880 -5.04568 -0.01 -0.29 -0.63
C 1.42957 2.01607 -4.81203 0.42 -0.35 1.07
C 2.95802 1.85372 -4.84943 -0.74 2.52 -0.03
C 3.43007 2.29412 -6.26907 0.68 -0.01 1.69
N 3.28245 0.52112 -4.42731 1.46 -0.38 -1.41
H -0.66379 4.43119 -5.31106 0.01 -0.64 0.18
H -0.70555 3.34205 -3.91172 -0.21 -0.23 0.42
H -0.89258 2.67187 -5.55161 -0.15 -0.31 -0.21
H 1.10375 1.78851 -3.79338 -0.08 -0.47 0.25
H 0.96216 1.27558 -5.47348 -0.04 0.19 -0.26
H 3.35319 2.66774 -4.15227 -0.31 -0.84 -0.53
H 2.90367 3.22447 -6.47038 -0.06 -0.08 -0.26
H 3.19744 1.53122 -6.99188 0.04 -0.23 -0.45
H 4.50909 2.55106 -6.23515 -0.47 -0.44 -0.29
H 3.12156 0.33625 -3.45745 -0.27 0.16 0.82
H 4.29121 0.39033 -4.58749 -0.63 -0.20 0.13
C -2.58686 1.40791 -2.44293 0.02 -0.23 0.65
O -1.53430 1.90978 -1.63227 0.93 -0.93 -0.02
C -0.48580 0.91039 -1.37050 -0.71 0.90 -1.04
C -0.72825 0.12927 -0.09225 -0.44 1.01 0.91
C -0.64599 1.08705 1.11455 -0.85 0.18 -0.47
N 0.29664 -0.86043 0.02839 0.91 0.04 -0.40
H -3.15508 2.25288 -2.79312 -0.22 0.41 -0.17
H -3.27145 0.78521 -1.84412 0.16 -0.05 -0.27
H -2.20145 0.85717 -3.30596 -0.05 -0.11 0.03
H -0.38529 0.26456 -2.27821 -0.17 0.15 0.63
H 0.44199 1.48848 -1.30583 -0.03 -0.16 0.23
H -1.76095 -0.26005 -0.09518 0.07 -0.19 -0.21
H -1.36419 1.91771 0.97798 0.33 -0.33 0.02
H 0.35164 1.51188 1.17885 0.22 -0.09 0.16
H -0.94147 0.57195 2.03515 0.29 0.01 -0.08
H 0.28685 -1.47463 -0.77098 -0.20 -0.49 0.20
H 0.34719 -1.34524 0.91450 -0.31 -0.10 -0.02
C 4.40310 3.14207 3.08012 -1.19 -0.36 0.81
O 3.51930 2.99488 4.22526 0.87 -0.08 -0.35
C 2.42141 2.15903 3.93508 -0.54 0.38 -0.07
C 2.65882 0.68705 4.18082 1.09 0.56 -0.34
N 1.43837 -0.06221 4.04022 0.52 -0.68 -0.32
C 1.72163 -1.51180 4.11841 -0.54 1.03 -0.60
C 0.43120 -2.25866 4.19569 0.05 -0.57 0.39
O -0.33154 -2.11161 3.02543 0.07 0.06 -1.30
C -1.42272 -3.00816 2.90699 0.08 0.00 0.57
H 4.80374 2.18285 2.75770 0.35 -0.23 0.23
H 5.20578 3.82475 3.38271 -0.38 -0.09 -0.35
H 3.76612 3.44363 2.24210 0.43 0.63 -0.08
H 2.10876 2.38683 2.90116 -0.07 -0.51 0.05
H 1.57967 2.40700 4.56786 -0.14 0.61 0.34
H 3.00005 0.50943 5.19484 0.14 0.34 0.42
H 3.55396 0.45065 3.56138 -0.58 -0.74 -0.23
H 0.94217 0.19401 3.19245 0.14 -0.29 -0.09
H 2.21153 -1.68083 5.07511 0.30 -0.08 0.04
H 2.36590 -1.88810 3.30540 -0.11 0.15 0.24
H -0.07855 -1.87417 5.09096 -0.39 -0.22 -0.19
H 0.66898 -3.31325 4.31331 -0.05 -0.37 0.29
H -1.17120 -4.08630 2.96666 0.30 0.51 0.13
H -1.97980 -2.86741 1.98487 0.35 0.37 -0.29
H -2.08121 -2.73674 3.71452 -0.72 -0.38 0.49
C 0.69663 -6.83065 -3.53239 -1.28 -0.57 -0.70
O 0.44292 -5.76148 -2.63633 0.36 -0.88 -0.34
C 1.04423 -4.62129 -3.14033 0.12 1.82 0.23
C 0.69195 -3.40342 -2.27453 -0.71 -0.02 -1.21
N -0.73782 -3.10025 -2.12756 0.23 -0.39 0.24
C -1.43252 -2.74762 -3.35687 1.43 -0.08 -0.34
C -2.76281 -2.24279 -2.98211 -1.08 -0.05 0.76
O -3.41849 -1.77753 -4.13061 0.93 -0.56 -0.54
C -4.74542 -1.40643 -3.99295 -0.54 0.62 0.88
H 0.43066 -7.75663 -3.02909 0.04 -0.05 0.14
H 1.73375 -6.93027 -3.90362 -0.29 0.44 0.34
H -0.00700 -6.74761 -4.41305 0.82 0.00 0.59
H 0.70648 -4.37350 -4.16327 0.15 -0.43 0.04
H 2.13984 -4.71472 -3.11866 -0.02 -0.05 -0.24
H 1.17342 -2.53815 -2.77932 -0.13 -0.27 0.51
H 1.08229 -3.53791 -1.29146 0.53 -0.04 0.78
H -1.23685 -3.86920 -1.65437 0.54 0.45 -0.36
H -1.53404 -3.59557 -4.03373 0.03 -0.07 -0.35
H -0.86034 -1.94459 -3.87438 -0.26 -0.47 0.24
H -2.58586 -1.47676 -2.20777 -0.50 0.10 -0.23
H -3.31777 -3.08425 -2.50102 -0.05 0.50 -0.20
H -4.77210 -0.54344 -3.30476 -0.49 -0.18 -0.03
H -5.39868 -2.21650 -3.59764 0.36 0.33 -0.22
H -5.09610 -1.06961 -4.96748 -0.06 -0.15 0.01
C -3.66076 0.32250 3.13566 -1.08 0.31 -0.75
O -4.86072 0.47271 2.32009 1.67 0.43 0.97
C -5.69094 -0.62377 2.45676 -1.12 -0.83 -1.48
C -6.85607 -0.38888 1.48852 1.11 0.60 0.02
N -6.29604 -0.14754 0.12641 0.44 -0.33 2.22
C -7.25852 0.25792 -0.82222 -2.01 1.05 -1.20
C -7.37769 1.80151 -1.03761 1.06 -0.72 0.38
O -6.09335 2.20740 -1.52178 -0.77 0.66 -0.97
C -6.15874 3.57055 -1.97411 0.94 -0.53 0.00
H -3.96631 0.19551 4.17770 0.19 -0.11 0.02
H -3.09154 1.24631 3.02758 -0.01 -0.23 0.04
H -3.09322 -0.54116 2.77037 0.06 0.12 0.19
H -6.07814 -0.74545 3.46266 0.02 -0.03 0.45
H -5.22423 -1.55558 2.11395 0.44 -0.03 0.29
H -7.37322 0.46771 1.92833 -0.42 0.32 -0.38
H -7.52704 -1.23611 1.50424 -0.16 -0.29 -0.20
H -5.56776 0.55933 0.25561 -0.20 -0.30 -0.32
H -8.27876 -0.09610 -0.52446 0.76 0.06 -0.22
H -7.03875 -0.18664 -1.81196 -0.12 0.22 0.27
H -7.42993 2.35249 -0.07114 -0.91 -0.42 -0.35
H -8.19044 2.05875 -1.76388 0.51 -0.12 0.64
H -5.11085 3.87902 -2.00661 -0.14 0.22 -0.19
H -6.63350 4.19024 -1.19793 -0.22 -0.03 -0.45
H -6.60981 3.67296 -3.00004 0.08 -0.12 1.06
C 5.28524 -3.79980 -3.32677 0.59 0.43 0.19
O 4.69670 -3.32556 -2.14027 -0.06 -0.88 0.36
C 4.36848 -1.98219 -2.22470 0.53 0.82 -0.14
C 3.72015 -1.49817 -0.94100 0.63 -0.38 -0.03
N 3.25125 -0.13796 -1.11288 0.37 0.04 -0.12
C 4.27835 0.82803 -0.67725 -1.40 0.67 0.35
C 3.69564 2.24062 -0.74816 0.10 0.35 1.64
O 2.58803 2.41113 0.16010 0.62 -0.71 0.10
C 1.85384 3.58748 -0.08936 -0.55 -0.72 -0.96
H 4.67129 -3.49729 -4.18990 0.25 -0.17 0.01
H 5.31790 -4.88046 -3.23036 0.12 -0.09 -0.22
H 6.32852 -3.38939 -3.43121 -0.82 -0.35 -0.10
H 3.77400 -1.81527 -3.13984 -0.23 0.20 0.41
H 5.28692 -1.39172 -2.31458 0.23 0.14 -0.46
H 4.49750 -1.47437 -0.13803 -0.46 -0.59 -0.32
H 2.96406 -2.24645 -0.68964 -0.31 0.49 0.24
H 2.34885 -0.03272 -0.64824 0.28 0.33 0.23
H 5.15203 0.87389 -1.33937 -0.18 -0.47 -0.06
H 4.65122 0.61487 0.35909 -0.27 0.16 -0.58
H 3.35531 2.52067 -1.72722 -0.08 -0.13 -0.85
H 4.48979 2.94676 -0.44603 -0.13 -0.03 -0.16
H 1.03781 3.67022 0.63756 0.36 0.03 -0.01
H 1.39184 3.47165 -1.09428 0.07 0.45 0.31
H 2.49347 4.45939 -0.09059 0.13 0.45 0.14
C 5.11953 -4.81102 6.98621 0.33 -0.08 -1.28
O 4.41638 -3.74544 6.35194 -0.41 -0.27 0.91
C 5.17489 -2.87977 5.56506 1.46 -0.38 -0.81
C 5.47757 -3.42698 4.17009 0.97 0.05 0.14
N 4.26438 -3.65101 3.42761 0.17 -1.50 -0.07
C 4.48952 -4.43893 2.19237 0.60 1.79 0.19
C 3.25098 -4.40170 1.41565 -0.91 -1.15 -0.77
O 2.34781 -5.29322 2.07271 -0.48 -0.08 -0.65
C 1.31754 -5.67098 1.18893 -0.52 0.24 -0.70
H 5.71702 -5.33105 6.21256 -0.18 -0.09 0.40
H 4.36498 -5.49948 7.36441 0.14 0.11 0.14
H 5.82543 -4.50329 7.76978 -0.36 0.28 -0.01
H 6.16511 -2.62442 6.02802 -0.87 0.06 -0.05
H 4.57988 -2.01359 5.34267 -0.30 0.68 0.57
H 6.16811 -4.31204 4.23814 -0.50 0.46 -0.18
H 6.01192 -2.61752 3.64074 0.21 -0.35 0.22
H 3.61306 -4.15811 4.03219 0.09 0.07 -0.27
H 4.84425 -5.47658 2.25302 0.06 0.15 0.52
H 5.18222 -3.87337 1.55162 0.38 -0.11 0.44
H 3.48265 -4.79340 0.39748 -0.40 0.36 0.32
H 2.83082 -3.38396 1.37549 0.06 -0.25 -0.14
H 0.76064 -4.78230 0.82596 0.36 -0.19 -0.08
H 0.56427 -6.26464 1.68705 0.08 -0.30 0.50
H 1.66527 -6.26430 0.30477 0.03 0.55 0.58
C 0.13713 7.28422 -0.98197 -0.50 -0.08 -0.53
O -0.69729 6.75369 0.02810 -0.37 -0.10 -0.63
C -1.56744 5.72701 -0.43846 0.34 0.49 0.36
C -2.35672 5.16569 0.71820 -0.57 -0.29 -0.30
N -3.22504 4.17170 0.08033 0.60 -0.17 -0.42
C -3.89866 3.25980 0.94831 0.58 -1.29 -0.04
C -4.97319 3.96219 1.69227 -1.72 -0.57 -0.68
O -4.42976 4.70026 2.72002 0.04 1.20 1.22
C -5.32147 5.62779 3.36973 0.67 -1.14 0.02
H -0.40906 7.78270 -1.82514 0.09 -0.19 0.80
H 0.75056 6.51636 -1.46957 0.05 -0.17 0.21
H 0.77601 7.98755 -0.47466 0.28 0.35 -0.06
H -0.96100 4.96519 -0.95735 -0.20 -0.09 0.16
H -2.35675 6.06407 -1.12564 0.48 0.41 -0.28
H -3.04675 5.91080 1.12253 0.50 0.24 0.06
H -1.73999 4.80033 1.55795 -0.03 -0.14 -0.30
H -2.68489 3.58517 -0.53466 0.53 0.04 -0.34
H -3.20311 2.78871 1.67509 -0.23 0.27 0.01
H -4.23835 2.39442 0.31871 -0.26 0.91 0.61
H -5.69809 3.21705 2.04919 -0.12 0.06 0.26
H -5.49865 4.62749 0.98695 -0.03 -0.08 0.00
H -4.70040 6.04616 4.15542 -0.15 0.32 0.06
H -6.14688 5.07851 3.84535 -0.02 0.15 -0.19
H -5.71066 6.41494 2.71295 0.14 -0.20 -0.11